No. 1
This record from the Open Molecules 2025 dataset describes a cluster of 13 separate species, C46H59Br2F3N13O4 in total in a non-equilibrium geometry. The level of theory is wB97M-V/def2-TZVPD.

```
! RIJCOSX wB97M-V def2-TZVPD def2/J DEFGRID3
* xyz 1 1
C -2.419 1.503 -2.473
H 0.708 3.589 -5.834
C 5.566 -6.610 2.843
C -0.643 -1.685 -1.389
C -0.577 -2.896 -2.369
C -0.890 1.578 -3.015
H 2.421 -0.438 -4.992
H -5.159 2.569 5.475
H -3.414 -0.132 0.394
H 5.926 1.413 -1.697
H -6.128 4.018 5.227
N 4.994 7.429 8.767
H 2.237 -0.230 1.535
C -3.326 -1.795 -1.788
H 3.657 0.705 -5.507
H -1.482 -0.271 5.522
C -2.066 0.431 4.923
C 2.319 3.475 -7.219
H 1.854 -1.679 2.730
C -8.200 -1.005 -3.138
C -8.593 -3.290 -0.915
H -2.054 1.388 5.443
C 3.139 -3.938 5.596
C -0.624 4.076 6.900
H -8.720 -4.085 -0.108
N -3.119 5.015 5.538
C -1.902 -3.452 -2.971
C -9.821 -2.672 -1.652
H 7.167 0.863 -0.577
F 3.000 -6.572 -1.532
H 0.759 2.546 -2.405
C 1.245 -2.025 0.508
H -1.537 4.616 6.627
C 6.163 0.651 -0.951
H 0.271 -0.119 -0.110
H 1.640 -2.968 -3.051
C 1.221 -4.789 -1.697
C 2.747 0.191 -5.826
C -2.533 1.549 -0.872
C 2.593 2.607 -12.166
H -2.990 0.655 -2.979
F 3.504 -4.611 -2.575
C 1.506 -1.065 1.812
H -0.061 -1.647 -6.483
C 4.805 8.054 9.716
C -6.996 -1.636 -2.395
H -1.843 -4.358 -3.659
C 5.176 0.634 0.133
C -5.465 -1.201 -2.629
C 0.209 -2.586 -6.972
H -8.066 -0.170 -3.903
H 0.518 -4.250 -3.739
H -2.907 2.483 -2.859
H 0.090 4.212 6.084
C 2.969 -0.597 -7.041
N -3.214 -2.925 -2.682
H 5.324 -5.852 2.094
Br -0.245 -3.265 1.054
H -1.643 0.243 0.713
C 2.444 -5.580 -2.413
H 2.200 -2.566 0.199
C -9.620 -1.554 -2.734
C 2.343 -2.711 5.699
C -0.892 2.658 7.150
H 0.348 -5.502 -1.451
H -0.347 -2.635 -7.912
H 1.980 0.954 -5.975
O -4.619 -1.288 -1.473
H 6.572 -6.395 3.211
H 5.469 9.372 11.246
H -10.585 -1.144 -3.199
H -3.100 0.076 4.922
O -0.164 2.752 -2.679
C -4.080 4.392 5.657
N -0.305 -4.648 -5.445
C -7.193 -2.759 -1.304
H 1.792 4.976 -5.807
C 2.471 1.727 -11.000
H -4.029 -3.397 -3.119
H 1.270 -2.528 -7.225
C 0.645 -1.058 -0.674
F 2.078 -6.201 -3.627
H 1.666 -4.350 -0.745
C 1.322 4.240 -6.463
C 0.767 -3.648 -2.775
N 2.689 3.299 -13.081
N 0.300 6.312 9.170
O -0.473 0.626 -3.720
H -6.284 -3.187 -0.770
N -1.118 0.644 2.493
H 3.649 -4.166 6.535
H 2.519 -4.800 5.347
N -1.103 1.541 7.347
O -5.091 -0.785 -3.751
H 2.905 4.591 8.533
N 1.717 -1.745 5.780
H 6.206 -0.309 -1.471
H 3.079 2.079 -10.164
H -1.746 2.246 -0.398
H 4.236 8.225 11.757
C -0.079 -3.740 -6.117
C -2.414 0.120 -0.132
H -10.852 -3.041 -1.342
C 4.565 8.850 10.923
H 0.644 4.782 -7.127
H -3.557 2.005 -0.604
H 1.439 1.667 -10.647
N 3.143 -1.216 -7.996
H 5.607 -7.573 2.329
C 4.585 -6.622 3.933
N 4.402 0.621 0.986
C 1.356 5.858 9.251
H 3.906 -3.856 4.823
C 2.699 5.280 9.355
H 3.472 6.054 9.332
H 2.794 0.708 -11.230
H 2.825 4.721 10.286
C -2.093 -1.111 -1.096
H 3.794 9.606 10.759
Br 2.049 -0.406 -1.928
H -0.206 4.569 7.783
N 3.102 2.875 -7.812
N 3.815 -6.632 4.789
C -5.304 3.599 5.809
C -1.537 0.550 3.563
H 0.467 -0.659 2.116
H -5.630 3.560 6.851
*
```

Results
Frontier orbital gap ... 7.63 eV

=====

No. 2
This record from the Open Molecules 2025 dataset describes a cluster of 10 separate species, C45H64BFN10OSi in total in a non-equilibrium geometry. The level of theory is wB97M-V/def2-TZVPD.

```
! RIJCOSX wB97M-V def2-TZVPD def2/J DEFGRID3
* xyz 0 1
C 5.316 -0.906 -3.747
C -6.329 3.867 -0.431
C -6.457 6.101 -0.645
H 0.700 2.562 -1.674
C 7.196 -0.540 1.665
C 5.530 -2.938 4.453
C 6.800 -1.910 0.952
H 3.151 6.008 1.555
H 6.532 -3.008 3.933
H -4.266 6.376 -0.295
C -10.708 5.558 2.623
C 4.423 -3.378 3.370
C -5.151 5.766 -0.392
H -3.339 -1.036 2.826
C -4.992 -2.465 2.731
N 2.526 -4.598 -1.608
C 4.699 5.629 -1.280
C 1.799 -5.148 -2.630
H 4.252 -1.066 -3.667
C 0.240 -1.549 0.136
H -0.776 -4.761 0.431
H -0.552 1.589 -6.908
C -4.197 -1.497 3.292
H -11.110 6.482 3.012
H 2.389 -5.879 -4.604
C 5.261 -2.031 0.577
C 3.842 -4.523 -1.979
C 5.523 1.551 0.900
H -4.017 -5.604 2.959
H 0.043 0.020 1.884
C 3.956 -5.039 -3.245
H 2.985 4.635 -0.536
C -0.339 3.145 0.160
H -0.387 -2.072 0.941
C 5.472 6.617 -0.726
H 7.048 -0.656 2.790
H -2.043 -0.548 -3.602
H 1.569 -0.232 2.832
H -8.265 4.796 -0.843
N -9.356 4.096 1.651
H -10.541 2.337 1.880
H 4.721 -4.331 2.829
H -3.437 2.345 -0.406
C -0.217 2.633 -1.108
C 6.197 -1.182 -4.762
H -4.244 3.881 -0.063
H -2.032 3.352 1.411
H 4.677 2.290 0.936
C 1.181 -0.004 1.794
C -2.375 2.498 -0.497
H -8.560 3.702 1.176
C -3.077 -6.786 1.306
C -2.015 -6.477 0.493
C -11.317 4.279 2.669
H -12.275 4.031 3.100
C -2.003 -0.222 -4.630
C -3.267 -5.692 2.188
H -0.373 -0.718 -0.335
C -5.805 -2.035 4.768
C -9.501 5.414 1.987
H 0.733 -5.289 -2.536
H 7.104 -2.757 1.654
C 7.339 -0.238 -3.072
Si 4.068 -2.010 2.070
H 8.061 0.191 -2.394
H -8.734 6.134 1.745
C 4.927 6.916 0.549
C -7.205 4.897 -0.669
H 2.149 -4.294 -0.721
H -6.833 7.101 -0.797
H -1.775 1.777 -2.471
C -2.791 -0.535 -5.708
C 2.660 -5.435 -3.658
O 1.703 -3.553 1.332
N 6.020 -0.336 -2.720
H 5.117 -3.024 0.037
C 3.839 6.101 0.730
C -1.211 0.913 -6.386
H 7.396 -2.018 -0.016
N -5.082 4.405 -0.258
H 6.335 7.074 -1.185
H 0.463 -2.343 -0.650
H 5.628 -0.035 -1.843
H 0.868 -3.572 1.842
H -6.485 2.801 -0.368
H 8.405 -0.827 -4.888
H 5.292 7.647 1.255
H 4.222 -0.699 2.733
H 4.917 -1.229 -0.159
H 3.496 -3.633 3.988
C -1.509 2.223 -1.524
N -1.554 -5.240 0.855
C -2.315 -4.753 1.885
C 6.381 0.696 1.107
H -6.698 -3.462 3.485
B 2.236 -2.199 1.317
H 5.574 -3.676 5.320
H 0.395 3.564 0.831
H 4.871 -5.121 -3.812
H 8.296 -0.350 1.489
H -3.636 -1.206 -5.698
H -3.654 -7.698 1.269
H 5.947 -1.637 -5.708
H 1.565 0.994 1.402
H -0.319 1.052 -4.472
H -2.112 -3.782 2.312
H -4.946 -2.953 1.770
C 7.481 -0.759 -4.333
C -2.289 0.185 -6.822
H 4.581 -4.113 -1.312
H -6.478 -2.143 5.604
N -1.040 0.656 -5.052
H -2.675 0.172 -7.830
F 5.250 -1.626 4.950
N -5.970 -2.783 3.633
H 4.769 5.119 -2.228
C -4.714 -1.224 4.585
C -10.461 3.398 2.058
H -1.549 -7.028 -0.308
N -1.654 3.055 0.527
N 3.703 5.323 -0.390
N 1.517 -1.033 0.758
H -4.329 -0.514 5.301
*
```

Results
SMILES string ... C#CCCC[Si@H](CCF)B(O)N(C)C.c1cc[nH]c1.c1cc[nH]c1.c1cc[nH]c1.c1cc[nH]c1.c1cc[nH]c1.c1cc[nH]c1.c1cc[nH]c1.c1cc[nH]c1.c1cc[nH]c1
Frontier orbital gap ... 8.03 eV

=====

No. 3
This record from the Open Molecules 2025 dataset describes a cluster of 2 separate species, C4H11N2O in total in a non-equilibrium geometry. The level of theory is wB97M-V/def2-TZVPD.

```
! RIJCOSX wB97M-V def2-TZVPD def2/J DEFGRID3
* xyz 1 3
N 0.576 1.251 -0.589
H 1.598 -0.102 1.747
H -0.145 1.875 -1.024
C 0.431 0.212 0.155
C -1.767 -0.134 0.474
N 2.784 0.102 0.018
H -1.706 -0.395 -1.835
H 3.507 0.320 0.589
H -1.511 -1.869 -0.842
O -2.150 1.127 0.414
H -3.060 -1.119 -0.798
H -1.872 -0.740 1.453
H 1.655 1.398 -0.761
H 1.442 -1.502 0.652
C -1.987 -0.921 -0.792
C 1.611 -0.400 0.727
H 3.091 -0.598 -0.753
H -2.495 1.495 1.164
*
```

Results
Frontier orbital gap (spin up / spin down) ... 5.96 / 8.10 eV

=====

No. 4
This record from the Open Molecules 2025 dataset describes a structure of composition C5H6Li2MgO4 in a non-equilibrium geometry. The level of theory is wB97M-V/def2-TZVPD.

```
! RIJCOSX wB97M-V def2-TZVPD def2/J DEFGRID3
* xyz 2 1
C 0.336 2.159 3.265
H -2.612 -2.141 -2.106
H -2.530 -2.558 -3.842
O 0.891 -0.407 0.922
H 1.163 0.210 3.441
C 1.001 0.778 1.333
Mg -0.163 -1.678 -0.045
H 0.250 2.330 4.338
Li 2.245 3.183 1.277
O 0.454 -0.066 -2.369
H -0.076 2.928 2.604
C -0.252 -1.054 -2.115
O -0.918 -1.534 -3.158
Li 1.473 1.038 -1.297
C 0.895 1.044 2.790
C -1.954 -2.484 -2.916
H -1.526 -3.466 -2.673
O 1.321 1.717 0.551
*
```

Results
Frontier orbital gap ... 8.38 eV

=====

no.,M (g mol⁻¹),DFT total energy (hartree)
1,1074.87,-8247.9792
2,818.97,-2789.9513
3,103.14,-343.2808
4,168.29,-709.8041